Here is C40H58BClIN9OReS as an isolated structure in a non-equilibrium geometry from the OMol25 dataset. Energies are from wB97M-V/def2-TZVPD.

Element x y z (Å)
Re 6.3831 -17.4284 11.0261
C 7.5760 -14.8101 13.7123
C 8.3042 -15.9399 14.3195
C 8.5488 -15.7201 15.7963
C 8.0712 -17.3901 13.9663
C 8.6857 -18.4175 14.5782
C 8.2441 -19.6191 13.9964
C 8.5816 -21.0417 14.4224
C 10.1010 -21.3231 14.3149
C 8.0684 -21.1817 15.8915
N 7.3641 -19.3266 13.0865
N 7.2117 -17.9574 13.0254
B 6.4672 -20.3472 12.2554
N 7.0012 -20.3739 10.7796
N 6.9801 -19.2300 10.0880
C 7.2479 -19.4976 8.8142
C 7.3776 -20.8742 8.6562
C 7.2054 -21.4246 9.9285
C 7.3115 -22.8677 10.2964
C 5.9770 -23.5916 10.7435
C 8.4621 -23.0588 11.3442
C 6.9949 -18.4693 7.7547
C 5.5996 -18.7416 7.1693
C 8.0130 -18.4054 6.6044
N 5.0458 -19.8258 12.1879
N 4.7233 -18.8205 11.4095
C 3.3862 -18.6191 11.4914
C 2.8797 -19.5426 12.3772
C 3.9878 -20.2692 12.8437
C 3.9772 -21.4489 13.7804
C 3.1170 -22.5066 13.1032
C 3.4221 -20.9236 15.0756
C 2.5989 -17.8003 10.5912
C 1.6190 -18.6638 9.7692
C 1.6774 -16.6916 11.3178
H 8.1968 -13.8895 13.7187
H 7.3095 -14.9249 12.6815
H 6.7604 -14.4980 14.3417
H 9.4027 -15.8210 13.9867
H 7.6126 -15.9013 16.4103
H 9.3645 -16.3946 16.0628
H 8.9795 -14.7252 16.0139
H 9.4102 -18.3859 15.3384
H 8.1244 -21.7523 13.7104
H 10.7975 -20.4801 14.6431
H 10.4014 -22.1625 14.9187
H 10.3748 -21.6536 13.3430
H 8.6523 -20.4890 16.4738
H 6.9673 -20.9731 15.7995
H 8.2281 -22.2165 16.2673
H 6.5201 -21.4257 12.7460
H 7.6738 -21.4243 7.8022
H 7.6285 -23.3463 9.3681
H 5.6899 -23.3086 11.7755
H 5.1218 -23.3613 10.0667
H 6.0880 -24.6781 10.6234
H 8.0125 -23.0793 12.3231
H 8.8602 -24.0135 11.1140
H 9.2075 -22.2498 11.3656
H 6.9178 -17.4874 8.2667
H 5.6387 -19.5698 6.4935
H 4.9163 -18.9425 7.9888
H 5.2748 -17.8313 6.6717
H 7.7178 -19.1089 5.8307
H 8.0162 -17.4220 6.0620
H 9.0153 -18.7272 6.9777
H 1.8692 -19.6353 12.6229
H 4.9831 -21.8076 13.9038
H 2.1001 -22.1038 13.2100
H 3.3426 -22.7441 12.0944
H 3.0418 -23.4699 13.6954
H 2.3599 -20.8085 15.0065
H 3.5937 -21.6473 15.9036
H 3.9601 -19.9769 15.3451
H 3.2871 -17.2795 9.9110
H 0.9085 -19.1056 10.4489
H 1.0606 -18.1638 8.9698
H 2.1335 -19.4981 9.2213
H 0.7588 -17.0830 11.7703
H 2.2867 -16.2246 12.1127
H 1.3651 -15.8751 10.6239
Cl 1.6846 -12.4161 10.5680
C 3.0854 -13.3468 10.2435
C 3.4773 -13.6180 8.9029
C 4.4363 -14.5377 8.5873
I 5.1008 -14.7438 6.6303
C 4.9406 -15.3409 9.6129
O 5.7465 -16.3780 9.4627
C 4.6201 -15.0245 10.9412
N 5.1534 -15.9304 11.8218
C 4.7271 -16.0106 13.0599
C 3.8645 -15.0203 13.5311
C 3.2912 -14.1065 12.7014
C 3.6519 -14.1006 11.3291
H 2.9721 -13.0268 8.1698
H 5.1544 -16.7266 13.7556
H 3.6176 -15.1867 14.5881
H 2.5305 -13.4633 13.1427
C 11.7010 -17.4893 11.0180
N 11.0728 -16.4902 10.2065
C 11.8248 -15.3281 9.6135
C 10.8178 -14.8954 8.5113
N 9.5414 -15.2410 9.2468
C 9.7834 -16.1551 10.1626
S 8.7517 -16.9961 11.2102
H 11.1228 -18.3650 10.9226
H 11.8118 -17.1106 12.0811
H 12.6965 -17.6517 10.5957
H 12.7809 -15.7334 9.1983
H 12.0212 -14.5597 10.3336
H 10.8039 -15.4944 7.5935
H 10.8234 -13.8049 8.4507
H 8.5882 -15.0183 8.9537

- energy (eV) = -92134.1259
- total charge = +2
- energy above the lowest of the compared OMol25 structures with the same formula, charge and spin (kcal/mol) = 49.4
- multiplicity = 4
- Kohn-Sham gap (spin up / spin down) (eV) = 7.14 / 6.37
- LUMO (spin up / spin down) (eV) = -5.658 / -6.762

Results of the Löwdin charge analysis, in e, for atoms 1 through 5: 1.584 -0.094 -0.408 -0.061 -0.277